Entry 1:
{"formula": "C4H8O3", "method": "ωB97M-V/def2-TZVPD", "species": ["C", "O", "C", "H", "H", "O", "O", "H", "H", "C", "H", "H", "C", "H", "H"], "coordinates": [[-0.8509, -0.6021, 0.2336], [1.2996, -0.8286, -0.6878], [-1.8841, 0.3630, 0.7919], [3.0665, -1.1691, -1.5940], [-1.8254, 1.3085, 0.2338], [0.5739, 1.2749, -0.3619], [-1.6062, 0.5601, 2.1673], [-2.8930, -0.0585, 0.6535], [-1.2623, -1.1793, -0.6039], [2.4798, -0.3005, -1.2934], [2.2254, 0.3063, -2.1666], [3.0417, 0.3148, -0.5862], [0.4002, 0.0828, -0.2773], [-2.1928, 1.2568, 2.4866], [-0.5722, -1.3291, 1.0045]], "forces_ev_per_a": [[-0.0441, 0.0064, 0.0223], [-0.1243, 0.0353, 0.0733], [-0.0879, -0.0780, -0.4384], [-0.0625, 0.1453, 0.0481], [-0.0248, -0.1551, 0.1351], [-0.0494, -0.4952, 0.0225], [-0.1428, 0.2072, 0.1014], [0.2185, 0.0486, 0.0712], [0.0611, 0.1107, 0.1196], [0.2251, 0.0534, -0.1061], [0.0208, -0.0732, 0.1302], [-0.1005, -0.0848, -0.0736], [-0.0568, 0.3131, -0.0126], [0.1863, -0.1218, 0.0309], [-0.0186, 0.0880, -0.1237]], "orbital_gap_ev": 11.319, "homo_ev": -10.43, "lumo_energy_ha": 0.033, "relative_energy_kj_mol": 88.1}

=====

Entry 2:
{"formula": "C4H8O3", "method": "ωB97M-V/def2-TZVPD", "species": ["H", "C", "H", "H", "H", "O", "H", "O", "C", "H", "C", "C", "O", "H", "H"], "coordinates": [[2.6877, 1.6456, 0.2169], [1.8443, 1.1509, 0.6954], [2.1802, 0.5418, 1.5310], [-1.0968, -0.2012, 1.3359], [-0.2072, -1.6949, -1.4689], [-1.7894, 0.3292, 0.9052], [-2.8248, 0.4209, -0.6613], [0.7092, -0.8459, 0.1788], [1.0998, 0.3275, -0.3202], [1.1736, 1.9238, 1.0747], [-1.8634, -0.0264, -0.3985], [-0.3609, -1.5814, -0.3967], [0.6686, 0.7601, -1.3764], [-0.4423, -2.5190, 0.1466], [-1.7787, -0.2311, -1.4625]], "forces_ev_per_a": [[-0.0096, 0.0216, 0.0511], [0.5366, -0.2687, -0.1786], [0.0748, 0.0120, -0.0407], [0.1294, 0.4138, -0.0753], [-0.2070, -0.0235, 0.0867], [2.1156, 0.4477, 0.2278], [-1.8009, -0.7508, 0.8616], [-0.1538, -0.7597, 1.0232], [-1.6942, 1.4150, -1.1202], [-0.0995, -0.0814, -0.1385], [-3.4283, -1.0542, -0.8287], [-0.1924, -0.2818, -0.4479], [1.1465, -0.5005, 0.8457], [0.0003, 0.0925, 0.0624], [3.5826, 1.3180, -0.3286]], "orbital_gap_ev": [7.502, 8.261], "homo_ev": [-7.52, -7.68], "lumo_energy_ha": [-0.001, 0.021], "relative_energy_kj_mol": 682.3}

=====

Entry 3:
{"formula": "C4H8O3", "method": "ωB97M-V/def2-TZVPD", "species": ["H", "H", "H", "C", "C", "O", "C", "O", "H", "H", "H", "C", "H", "O", "H"], "coordinates": [[-0.7456, 1.9261, 0.3123], [-2.3938, 1.6980, -1.5616], [-0.4342, -0.9627, -0.4218], [-0.0973, 0.0623, -0.5087], [2.4441, -1.5911, 0.9999], [0.6285, 1.0751, 1.5100], [-2.1887, 0.6323, -1.4542], [2.4431, -0.7679, 2.0184], [-1.0410, 0.5586, -1.5063], [3.2135, -2.3675, 1.1090], [-2.4916, 0.0745, -2.3401], [-0.1086, 1.0452, 0.5166], [1.7347, -0.0760, 1.8495], [1.6994, -1.5367, 0.0395], [-2.6627, 0.2296, -0.5626]], "forces_ev_per_a": [[0.0540, -0.1171, 0.0037], [0.0386, -0.1113, 0.0259], [0.0107, 0.1488, -0.0655], [-0.2319, 0.1432, 0.0774], [-0.1090, -0.1101, -0.2396], [-0.0766, -0.1177, -0.1675], [-0.2748, -0.0191, 0.0793], [-0.0509, 0.0004, -0.0910], [0.1566, 0.0222, -0.0324], [-0.0428, 0.0214, -0.0514], [0.0221, 0.0360, 0.0820], [0.1019, -0.0386, -0.0033], [-0.0391, 0.1316, 0.0694], [0.3271, -0.0489, 0.4387], [0.1142, 0.0592, -0.1258]], "orbital_gap_ev": 8.877, "homo_ev": -9.17, "lumo_energy_ha": -0.011, "relative_energy_kj_mol": 465.8}

=====

Entry 4:
{"formula": "C4H8O3", "method": "ωB97M-V/def2-TZVPD", "species": ["H", "C", "H", "H", "C", "H", "O", "H", "H", "H", "O", "C", "O", "H", "C"], "coordinates": [[1.3447, -0.6860, 2.2659], [-1.6260, 0.3409, -0.4474], [-1.1436, -1.6880, 0.0400], [-1.6914, 2.2860, -0.5035], [-0.8726, -0.6834, 0.3933], [1.5044, 0.9603, 1.5308], [-1.3391, 1.6161, 0.0940], [-2.7046, 0.1234, -0.4141], [-1.2897, 0.2622, -1.4910], [2.7834, -0.3399, -0.0520], [1.1234, -0.6708, -0.8842], [0.6285, -0.5123, 0.2148], [2.9028, -0.3242, 0.9134], [-1.1756, -0.5935, 1.4406], [1.5962, -0.1110, 1.3500]], "forces_ev_per_a": [[0.2937, 0.3302, -0.3998], [-0.0184, -0.3924, -0.1339], [0.1670, 0.1818, 0.0934], [0.0848, -0.0425, 0.1431], [0.0378, 0.0357, 0.1433], [-0.7022, 0.1468, 0.3046], [-0.0648, 0.2726, -0.1095], [0.1945, 0.0537, 0.0352], [-0.0376, 0.0273, 0.1778], [0.4207, -0.1952, -0.1068], [-0.2553, -0.0132, 0.2195], [0.2658, 0.1979, -0.2076], [0.0975, -0.2570, -0.0092], [0.0927, 0.0272, -0.0770], [-0.5762, -0.3729, -0.0731]], "orbital_gap_ev": 10.824, "homo_ev": -10.12, "lumo_energy_ha": 0.026, "relative_energy_kj_mol": 138.2}

=====

Entry 5:
{"formula": "C4H8O3", "method": "ωB97M-V/def2-TZVPD", "species": ["H", "O", "H", "H", "C", "O", "H", "O", "C", "H", "H", "H", "C", "H", "C"], "coordinates": [[-2.1872, -0.6228, -1.6600], [1.0999, -2.1025, 0.7874], [-1.0551, 1.5820, 0.0532], [2.1258, 0.6659, 0.8612], [-1.7457, 1.0210, -0.5658], [0.0470, -0.3811, 1.6107], [2.8920, -0.6253, -0.1752], [-0.3676, -0.8796, -0.7267], [1.9391, -0.0067, 0.0502], [-0.4302, 0.4381, 1.3848], [0.3510, -2.4480, 1.1579], [1.6692, 0.4116, -0.8555], [0.7727, -0.8250, 0.5564], [-2.7750, 1.5150, -0.9296], [-1.4759, -0.1575, -1.0505]], "forces_ev_per_a": [[-0.5545, -1.2468, -0.7637], [2.7450, 1.7235, -1.9496], [-0.2231, 0.4425, -0.3464], [0.4651, 0.8299, 0.0560], [-4.1426, 10.2030, 3.3577], [-0.1969, 0.7581, 0.3520], [-1.7841, 0.7145, 0.6926], [0.7939, -0.2178, 0.1500], [1.3427, -2.2833, 0.9454], [0.1319, -0.3438, 0.1255], [-3.0981, -2.0508, 1.7303], [-0.4890, 1.4035, -1.5773], [-1.0614, -0.3343, -1.1844], [2.7171, -0.8827, 1.2474], [3.3540, -8.7154, -2.8353]], "orbital_gap_ev": [4.990, 9.061], "s_squared": 2.0067, "homo_ev": [-4.17, -10.62], "lumo_energy_ha": [0.030, -0.057], "spin_multiplicity": 3, "relative_energy_kj_mol": 136.1}

=====

Entry 6:
{"formula": "C4H8O3P", "method": "ωB97M-V/def2-TZVPD", "species": ["H", "C", "O", "H", "C", "H", "C", "O", "H", "H", "H", "P", "C", "H", "H", "O"], "coordinates": [[-1.6362, -2.5231, -0.1627], [0.9492, 2.0704, -0.3286], [0.2261, -1.5660, -0.4015], [-0.2094, -3.4345, -0.9915], [0.3474, -0.4661, 0.1093], [0.2496, 1.8757, 0.5321], [-2.3595, 0.0707, 1.0418], [2.3739, 0.0358, -1.6413], [1.6988, 2.8439, 0.0734], [-2.0218, 0.9866, 1.6466], [-2.1040, 0.0432, 0.0105], [1.8995, 0.4834, -0.3077], [-0.6719, -2.4715, -0.7462], [-2.0163, -0.8267, 1.5481], [0.4282, 2.3682, -1.2287], [2.8465, 0.5099, 0.8463]], "forces_ev_per_a": [[1.0998, 0.4725, -0.6966], [1.3650, 0.4789, 2.2596], [0.5606, -1.1124, -0.5329], [-0.0733, 0.5392, 0.1829], [0.5147, 0.3547, 0.9757], [0.3472, 0.5274, -0.9077], [1.3010, 1.1264, 2.0556], [-0.2174, -0.0868, -0.4389], [-1.1629, -0.7467, -0.9099], [-0.9259, -1.2017, -1.1956], [-0.3297, 0.3194, -0.7829], [0.3675, 1.1940, -0.3885], [-1.8158, -1.5830, 0.2075], [-0.5049, -0.1569, 0.0714], [0.0408, -0.0346, -0.1559], [-0.5667, -0.0904, 0.2561]], "orbital_gap_ev": [7.891, 5.554], "s_squared": 2.0168, "homo_ev": [-4.02, -3.45], "lumo_energy_ha": [0.142, 0.077], "spin_multiplicity": 3, "relative_energy_kj_mol": 321.4, "charge": -1}

=====

Entry 7:
{"formula": "C4H8O3S", "method": "ωB97M-V/def2-TZVPD", "species": ["C", "H", "O", "S", "H", "H", "H", "H", "C", "C", "H", "C", "O", "H", "O", "H"], "coordinates": [[0.3953, 1.6389, 0.7079], [-0.6981, 2.0628, 0.8221], [2.9207, -1.0205, 0.4779], [0.8026, -0.8167, 0.1890], [1.9339, 1.6478, -0.8670], [-2.5278, -2.2606, -0.2555], [-1.8804, -0.7893, 0.7863], [-0.1465, -2.8253, 0.4366], [0.8725, 1.4490, -0.8061], [-0.3750, -1.9190, -0.1393], [1.0869, 2.2415, 1.2119], [-1.8283, -1.3469, -0.1608], [0.2551, 0.3605, 1.2686], [0.3616, 2.0910, -1.4824], [0.5896, 0.1222, -1.1374], [-1.7619, -0.6355, -1.0518]], "forces_ev_per_a": [[-3.2554, 0.4966, -1.6160], [2.1971, -0.2647, -0.5804], [-4.6286, 0.3614, -0.6287], [1.7141, -1.3465, -0.3498], [0.3616, -0.0811, -0.0055], [0.9020, 1.9380, 0.0683], [-0.9634, -0.1850, -0.4300], [-0.1511, 0.0844, -0.5011], [0.0022, 0.6747, 1.7545], [1.1742, -0.3138, 1.6711], [0.9736, 0.7783, 0.9713], [1.6297, -0.6306, -0.9829], [1.2692, -0.8477, -0.9535], [-0.5588, 0.4597, -0.4873], [0.4141, -0.1037, 0.8770], [-1.0805, -1.0200, 1.1930]], "orbital_gap_ev": [7.606, 7.611], "homo_ev": [-8.97, -8.97], "lumo_energy_ha": [-0.050, -0.050], "relative_energy_kj_mol": 820.8}

=====

Entry 8:
{"formula": "C4H8O4", "method": "ωB97M-V/def2-TZVPD", "species": ["H", "C", "H", "O", "H", "C", "H", "C", "H", "H", "O", "H", "O", "H", "O", "C"], "coordinates": [[-2.1148, -0.9383, -0.1260], [0.2142, -0.3277, 0.7105], [1.1950, 0.5296, -1.1375], [-2.7579, -0.3923, -0.5725], [-0.8259, -0.5634, 0.9170], [0.8116, -1.7096, 0.0692], [1.8979, -1.4367, -0.0267], [0.6919, 2.1932, 0.1604], [-0.3795, 0.7176, -1.0056], [-2.3049, 0.4244, -0.7945], [0.0125, 3.0794, -0.4352], [0.7560, -0.1404, 1.6439], [1.5780, 2.3498, 1.0352], [0.6206, -2.4347, 0.8974], [0.1148, -2.0917, -1.0091], [0.4906, 0.7408, -0.3266]], "forces_ev_per_a": [[0.7175, -0.3231, -0.3116], [2.4759, -1.7052, -0.9075], [0.9080, -0.4827, 0.7908], [-1.3942, 0.2815, -0.1759], [-0.0796, 0.4918, 0.1576], [-1.9908, 1.1562, 1.0526], [-0.0187, -0.5492, -0.1338], [0.1665, -0.2361, -0.6400], [-0.0833, 0.4150, 0.3244], [0.3643, -0.0580, 0.0984], [0.1769, 0.0572, 0.4059], [-0.0943, 0.1739, 0.0556], [-0.1267, 0.3457, 0.2048], [0.8305, -0.3144, 0.4051], [0.4236, -0.0767, -0.5262], [-2.2757, 0.8242, -0.8001]], "orbital_gap_ev": 6.239, "homo_ev": 0.67, "lumo_energy_ha": 0.254, "relative_energy_kj_mol": 101.9, "charge": -2}

=====

Entry 9:
{"formula": "C4H8O4", "method": "ωB97M-V/def2-TZVPD", "species": ["C", "C", "O", "H", "H", "O", "O", "H", "O", "H", "C", "H", "H", "H", "H", "C"], "coordinates": [[-0.1616, 0.1292, 0.5940], [1.3584, 0.1376, 0.0229], [4.0482, -0.4871, -0.0668], [-0.4276, 0.9095, 1.3816], [-0.8696, -0.3488, -1.4323], [-3.6078, 0.4670, -0.5931], [1.8036, -1.0387, -0.0372], [-1.2456, 1.4071, -0.9847], [1.7177, 1.2995, -0.1878], [-0.5817, -0.8563, 1.0939], [-1.0589, 0.3267, -0.6240], [3.2390, -1.1905, -0.0814], [-2.5975, -1.2144, -0.0802], [3.5101, 0.2556, -0.0897], [-2.5776, 0.3115, 1.1230], [-2.5494, -0.1077, -0.0382]], "forces_ev_per_a": [[-0.1053, -0.6586, 0.2163], [-4.7792, -0.3509, 3.0951], [2.2251, -3.7410, 0.0960], [0.7698, -0.5523, -1.1445], [0.4848, -0.2926, -0.6285], [-0.5851, -0.0096, -1.0799], [-0.2876, -0.3797, -0.8252], [0.7142, -1.6481, 0.5244], [2.1269, -0.3432, -0.8549], [1.4392, 1.4031, -0.9768], [-3.2860, 1.1713, 1.9192], [1.4951, 2.0846, -0.0669], [0.3871, -0.4027, 0.4406], [-1.3053, 2.6173, -0.1820], [0.8160, -1.3787, -1.3867], [-0.1099, 2.4811, 0.8537]], "orbital_gap_ev": 5.967, "homo_ev": 0.73, "lumo_energy_ha": 0.246, "relative_energy_kj_mol": 182.0, "charge": -2}

=====

Entry 10:
{"formula": "C4H8O4", "method": "ωB97M-V/def2-TZVPD", "species": ["O", "C", "H", "O", "H", "C", "H", "C", "O", "H", "O", "H", "H", "H", "C", "H"], "coordinates": [[-1.1901, -0.2307, 1.1090], [1.3311, -0.4677, -1.3532], [1.6699, -1.3936, 0.5184], [0.5049, 1.0349, 1.9035], [2.4358, -0.4488, -1.6805], [1.4715, -0.4115, 0.2254], [2.3916, 0.2569, 0.5401], [-2.0051, -0.2951, 0.0771], [-1.6855, -0.4006, -1.0741], [1.0002, -1.5181, -1.7064], [-3.2718, 0.0172, 0.4991], [-0.1837, 0.9015, -0.0645], [0.0138, 1.7645, 2.2545], [-3.7044, 0.4394, -0.2734], [0.2690, 0.3088, 0.7413], [0.9529, 0.4431, -1.7161]], "forces_ev_per_a": [[1.3316, -1.5033, 0.0698], [3.9657, -2.6882, 0.9740], [0.0428, -1.4096, 1.1593], [2.6851, -1.7418, -0.1720], [-1.4465, -0.0956, 0.1495], [0.7284, 1.8521, -1.5038], [-1.9501, -1.2508, -0.6034], [-0.3033, 1.3047, 0.5812], [-0.1428, -0.3043, -0.4765], [-0.2906, 2.2945, 0.3811], [0.1753, 0.0813, -0.7160], [1.1672, 0.4444, 0.0527], [-1.2422, 0.2602, -0.8258], [0.1588, -0.7106, 0.4603], [-3.6654, 2.9300, 1.3282], [-1.2139, 0.5369, -0.8588]], "orbital_gap_ev": 11.218, "homo_ev": -10.61, "lumo_energy_ha": 0.022, "relative_energy_kj_mol": 279.5}

=====

Entry 11:
{"formula": "C4H8O4", "method": "ωB97M-V/def2-TZVPD", "species": ["H", "O", "H", "H", "O", "H", "O", "C", "H", "C", "H", "O", "H", "H", "C", "C"], "coordinates": [[1.7061, 3.1211, 1.3401], [0.1038, 1.4119, -0.5783], [0.9234, -0.3101, 0.8234], [1.4872, 3.5344, -0.3355], [-0.1172, -1.4696, 0.6536], [-0.8747, 0.2315, -0.8144], [1.5380, 0.5217, 0.9390], [-1.0347, -1.5492, -0.1739], [-2.9576, -2.4513, -0.2731], [1.0865, 1.4728, 0.1585], [-1.6833, -3.4466, 0.4876], [-1.3701, -0.6085, -1.0025], [-1.6758, -3.1662, -1.3052], [2.9194, 2.6699, 0.1001], [1.8466, 2.7964, 0.3362], [-1.8976, -2.7582, -0.3554]], "forces_ev_per_a": [[0.1183, 0.2372, 0.8547], [0.6077, -0.0540, 0.3471], [0.4790, 0.7545, 0.1356], [-0.6094, 0.5469, -0.5752], [-0.7134, -0.1847, -0.5749], [0.5822, 0.2120, -0.0265], [-0.8636, -0.8312, -0.6001], [0.4448, -0.1627, 0.5682], [0.5492, -0.1747, -0.3440], [0.1427, 1.4626, 0.2602], [-0.0739, 0.1531, -0.8029], [-0.5296, 0.1497, -0.2600], [-0.0004, -0.6559, -0.9558], [-0.4533, -0.1347, 0.4598], [0.6382, -1.5013, -0.8534], [-0.3185, 0.1831, 2.3673]], "orbital_gap_ev": 11.452, "homo_ev": -10.60, "lumo_energy_ha": 0.031, "relative_energy_kj_mol": 5.0}

=====

Entry 12:
{"formula": "C4H8O4Sr", "method": "ωB97M-V/def2-TZVPD", "species": ["H", "O", "O", "H", "H", "O", "H", "C", "C", "C", "H", "H", "H", "Sr", "H", "O", "C"], "coordinates": [[-9.6929, -3.2734, -9.0031], [-10.4136, -0.5782, -7.9493], [-3.6610, -0.4583, -10.1270], [-3.6904, 0.9975, -11.5230], [-5.3128, 2.2923, -11.1351], [-8.2232, -1.9111, -9.5466], [-5.3804, 2.0877, -9.3682], [-3.8751, 0.8715, -10.4155], [-9.8002, -1.6751, -7.5544], [-5.2890, 1.5184, -10.3305], [-9.0381, -1.4818, -6.7035], [-3.1234, 1.5909, -10.0149], [-10.4927, -2.4520, -7.0701], [-5.8000, -1.6274, -10.0256], [-8.3126, -3.1612, -7.9032], [-6.4075, 0.7342, -10.4423], [-8.9730, -2.5220, -8.5665]], "forces_ev_per_a": [[0.0601, 0.2950, -0.1683], [-0.4541, -0.0328, -0.2229], [-0.7288, -0.4588, 0.9883], [0.2282, -0.1226, 0.1010], [0.3739, 0.1620, 0.1657], [1.3282, -0.3421, 0.0782], [0.3073, 0.0372, -0.0188], [0.3961, 0.2373, -2.6057], [0.4399, 0.5418, 0.8398], [-0.9004, 0.6138, 1.0178], [-0.0727, 0.0851, -0.1089], [-0.1672, -0.1955, 0.5744], [0.1620, -0.1687, -0.0677], [-1.9371, 2.1307, 0.2015], [-0.2184, -0.0363, 0.1046], [1.0739, -1.7386, -0.3141], [0.1092, -1.0074, -0.5651]], "orbital_gap_ev": 3.129, "homo_ev": 1.20, "lumo_energy_ha": 0.159, "relative_energy_kj_mol": 0.0, "charge": -2}

=====

Q: What is the formula in the sixth record?
A: C4H8O3P